ORCA calculation (ωB97M-V/def2-TZVPD) on C36H26N3P2S6Se2V as an isolated structure at a distorted geometry.

Geometry as XYZ:
```
76
C36H26N3P2S6Se2V, DFT ωB97M-V/def2-TZVPD
Se 2.58 -0.10 1.16
Se -3.94 -1.84 -2.59
V 2.69 0.94 -1.33
S 3.27 -1.29 -2.23
S 3.25 -1.95 -5.20
S 3.55 1.90 -3.27
S 3.47 0.71 -6.07
S 3.48 -1.45 -8.15
S 2.23 4.03 0.13
P -3.06 -0.49 -1.22
P 0.51 -0.55 0.81
N 0.13 0.89 -2.74
N 0.79 0.58 -1.62
N -1.12 0.48 -2.66
C 3.29 -0.77 -3.91
C -1.38 -0.21 2.94
C -3.75 1.19 -1.25
C -5.23 2.85 -2.16
C 6.63 0.12 -0.34
C 3.40 0.50 -4.33
C -1.32 -0.12 -1.46
C 0.30 -4.35 2.27
C -1.08 2.55 2.82
C 0.18 -5.11 1.11
C 0.27 -2.33 0.95
C -3.03 -2.40 0.79
C -2.10 0.61 3.81
C 6.66 1.26 -1.12
C -0.09 -0.06 -0.78
C 5.59 2.51 0.63
C -1.95 1.98 3.75
C 0.18 -3.09 -0.21
C 2.44 2.58 -0.57
C 6.13 2.45 -0.64
C -4.64 -0.99 2.55
C -4.22 -2.26 2.88
C -3.19 2.16 -0.43
C -3.65 3.47 -0.46
C -4.68 3.82 -1.33
C 5.57 1.36 1.42
C -0.51 0.35 2.02
C -0.36 1.74 1.96
C 0.37 -2.97 2.19
C -3.42 -1.10 0.47
C 3.41 -0.93 -6.56
C 0.13 -4.48 -0.13
C -4.77 1.54 -2.12
C -3.41 -2.97 2.00
C 6.09 0.17 0.94
C -4.25 -0.40 1.35
H -2.78 0.16 4.53
H -2.46 -2.97 0.08
H -3.08 -3.98 2.24
H -4.58 0.60 1.11
H 0.34 2.19 1.25
H -2.53 2.62 4.42
H 0.07 -5.06 -1.04
H -5.03 4.84 -1.37
H 0.13 -6.19 1.16
H -3.20 4.22 0.18
H -0.95 3.63 2.77
H 0.52 -2.37 3.09
H 0.16 -2.59 -1.17
H 6.13 3.33 -1.27
H 6.03 -0.73 1.54
H -2.36 1.90 0.23
H 5.15 3.43 1.00
H -5.18 0.77 -2.77
H -1.52 -1.29 2.98
H 7.05 1.22 -2.13
H 0.37 -4.84 3.23
H -5.29 -0.44 3.23
H 7.01 -0.82 -0.73
H -6.02 3.13 -2.86
H 5.12 1.40 2.41
H -4.53 -2.72 3.82
```

multiplicity	3
total energy	-10370.54332	Eh
maximum force	2.74	eV/Å
net charge	-2
HOMO-LUMO gap (alpha / beta)	4.9218 / 4.2457	eV

---

ORCA calculation (ωB97M-V/def2-TZVPD) on a 12-piece molecular cluster, C5H31NO11 overall at a distorted geometry.

Geometry as XYZ:
```
48
C5H31NO11, DFT ωB97M-V/def2-TZVPD
O 0.23 0.81 -0.72
O 2.86 -1.00 -2.14
O -1.37 -4.11 2.00
O 2.50 -3.30 -0.55
O 1.28 0.58 -3.78
O -1.36 -1.38 -0.67
O -1.47 -0.47 2.92
O 0.41 -1.98 1.38
O -1.29 0.19 -3.63
O 2.41 -0.21 0.95
O -2.66 -3.67 -0.26
N -0.23 2.41 1.45
C -1.15 3.96 -0.79
C -1.98 3.69 0.24
C -1.56 3.04 1.53
C 2.04 2.61 2.06
C 0.92 3.17 1.62
H -0.33 1.41 1.81
H 0.27 0.92 -1.70
H 1.77 -0.81 1.33
H -0.98 -1.24 3.26
H -1.60 4.37 -1.70
H -1.65 -0.11 -4.44
H 2.95 -3.71 0.18
H -3.04 3.88 0.15
H -2.10 -3.14 -0.91
H -0.14 3.64 -0.90
H -2.34 2.16 1.59
H 0.84 4.19 1.28
H -2.27 -0.57 2.44
H 1.82 -0.08 -3.40
H 3.17 -3.06 -1.16
H 2.26 -0.96 -1.40
H 3.55 -0.38 -1.83
H -0.97 -4.38 1.16
H -2.10 -3.49 1.79
H -0.41 -1.95 0.75
H -1.85 -1.21 0.17
H 2.11 1.60 2.52
H 2.98 3.02 1.97
H 0.95 -2.66 0.95
H -1.74 3.67 2.44
H 0.05 1.64 -0.44
H -0.72 -0.52 -3.28
H -3.48 -3.23 -0.51
H 1.99 0.50 0.53
H -0.80 -0.56 -0.85
H 1.80 1.42 -3.72
```

multiplicity	1
total energy	-1091.39436	Eh
maximum force	5.62	eV/Å
HOMO-LUMO gap	8.2640	eV
SMILES string	C=CCNC=C.O.O.O.O.O.O.O.O.O.O.O

---

ORCA calculation (ωB97M-V/def2-TZVPD) on a 2-piece molecular cluster, C4H10N2O2 overall at a distorted geometry.

Geometry as XYZ:
```
18
C4H10N2O2, DFT ωB97M-V/def2-TZVPD
O 2.52 0.26 -0.51
O -1.00 0.56 -1.13
N 0.82 1.19 0.64
N -0.98 -1.65 -1.52
C 2.92 0.81 1.81
C -1.61 -0.52 -1.13
C -3.09 -0.60 -0.69
C 2.10 0.72 0.53
H 3.63 1.65 1.74
H 2.31 0.93 2.72
H -3.76 -0.46 -1.55
H 0.27 1.22 -0.21
H -1.56 -2.54 -1.76
H -3.36 -1.64 -0.23
H 3.49 -0.11 1.93
H 0.53 1.73 1.43
H -0.15 -1.64 -2.18
H -3.09 0.10 0.13
```

multiplicity	1
total energy	-418.42810	Eh
maximum force	4.28	eV/Å
HOMO-LUMO gap	9.8626	eV
SMILES string	CC(N)=O.CC(N)=O

---

ORCA calculation (ωB97M-V/def2-TZVPD) on one molecule with the formula ClH2OPS at a distorted geometry.

Geometry as XYZ:
```
6
ClH2OPS, DFT ωB97M-V/def2-TZVPD
Cl 2.36 0.07 -0.06
S -0.31 1.71 0.13
P 0.59 0.08 -0.82
O -0.09 -1.40 0.48
H -1.46 0.90 -0.04
H -1.09 -1.36 0.32
```

multiplicity	1
total energy	-1276.16087	Eh
maximum force	4.50	eV/Å
HOMO-LUMO gap	9.5850	eV
SMILES string	OP(S)Cl

---

Q: What is the multiplicity in the first record?
A: 3

---

Q: Number 1 is which compound?
A: C36H26N3P2S6Se2V